[1]
The following is a DFT calculation (ωB97M-V/def2-TZVPD) of a structure of composition C31H44As3BCaN9S in a non-equilibrium geometry.

Geometry as XYZ:
```
90
Properties=species:S:1:pos:R:3:forces:R:3
Ca 0.20161 0.23254 1.27037 -0.96 0.66 0.06
C 0.63907 4.78563 2.00047 0.34 1.61 0.21
C -0.11353 3.65411 1.81683 -0.76 -0.18 -0.43
N 0.67768 2.63153 1.54235 -0.79 -1.34 0.05
N 1.93350 3.06963 1.60346 0.74 -0.80 -0.39
C 1.93938 4.37794 1.84840 0.85 0.88 0.25
B 3.18711 2.11826 1.51411 -1.11 0.23 0.05
N 3.09535 1.12911 2.75798 -0.88 0.01 -1.23
C 4.03088 0.35253 3.29741 1.73 0.95 1.10
C 3.42268 -0.56802 4.10093 2.00 -1.92 1.07
C 2.08495 -0.42693 3.87294 -0.80 0.11 0.36
N 1.87059 0.59552 3.07349 -0.33 0.75 -0.93
N 3.13114 1.22643 0.22302 0.33 0.49 0.67
C 4.05964 1.10704 -0.74547 0.10 0.63 0.57
C 3.67733 0.07253 -1.56711 0.28 0.65 0.01
C 2.44939 -0.32288 -1.06228 0.31 -1.54 0.04
N 2.16139 0.30358 0.06571 0.18 0.61 -0.43
N 4.37900 3.03850 1.48940 1.21 -0.64 0.01
C 5.43602 3.14163 2.35238 -0.95 -0.56 0.33
C 6.31632 4.01091 1.83779 1.34 1.79 -0.08
C 5.70998 4.49763 0.66320 0.85 -0.61 -0.93
N 4.62033 3.81495 0.39316 -1.12 0.51 0.33
H 0.33571 5.80602 2.17527 -0.16 -0.16 0.07
H -1.19349 3.56319 1.81227 0.16 -0.16 0.01
H 2.86575 4.95369 1.87929 -0.47 -0.32 0.05
H 5.10172 0.61645 3.29995 -0.84 -0.32 -0.41
H 3.96138 -1.25954 4.76885 -0.56 0.40 -0.55
H 1.24641 -0.97627 4.27565 0.06 0.02 0.02
H 4.88147 1.82718 -0.76784 -0.28 -0.60 -0.08
H 4.29654 -0.32209 -2.33211 -0.07 -0.27 -0.74
H 1.85658 -1.17449 -1.35766 -0.12 0.13 -0.16
H 5.46203 2.66995 3.30995 -0.11 -0.30 0.19
H 7.27176 4.35281 2.23484 -0.48 -0.21 0.07
H 6.11850 5.20677 -0.06616 -0.31 -0.36 0.39
C 0.87822 3.14426 -2.13202 0.47 -1.21 0.51
As -0.62631 1.95988 -1.54748 1.42 -0.48 0.32
C -1.95147 3.32224 -1.51902 -0.96 1.60 -0.42
C -0.78599 0.90462 -3.24944 1.17 0.02 0.32
C -1.87824 -0.16896 -3.38582 -0.78 0.78 -0.16
C -1.96471 -0.43661 -4.89416 0.33 -0.24 0.12
C -1.46359 -1.45704 -2.80307 0.98 -1.95 -0.04
As -1.00238 -1.75477 -0.95335 0.06 -0.12 0.48
C -0.04896 -3.41482 -1.31001 1.32 -0.45 0.71
C -2.65414 -2.54687 -0.32194 -0.31 1.18 1.94
C -3.18498 0.45829 -2.83163 -0.21 -0.95 -0.53
As -5.03937 -0.33962 -3.10448 0.46 0.89 -0.04
C -5.33432 0.26123 -4.97779 3.85 0.63 0.05
C -4.67928 -2.20592 -3.47194 -1.88 0.08 -0.18
H 0.90148 3.35167 -3.22692 -0.06 -0.03 0.94
H 1.71275 2.48452 -1.82166 0.07 0.47 -0.69
H 1.00251 4.02492 -1.47829 -0.47 -0.22 -0.49
H -1.53413 4.27276 -1.13130 0.33 -0.58 -0.33
H -2.79107 3.17555 -0.82422 -0.07 -0.49 -0.70
H -2.23223 3.51607 -2.57601 -0.42 0.02 0.78
H 0.24795 0.46622 -3.43409 -1.07 0.37 0.43
H -0.90349 1.61148 -4.05463 -0.18 0.49 -0.33
H -0.96548 -0.74559 -5.20287 0.16 0.41 -0.29
H -2.27866 0.46064 -5.40557 -0.05 0.15 -0.43
H -2.56769 -1.28738 -5.19092 -0.54 0.05 0.22
H -0.56225 -1.77878 -3.33731 0.38 0.32 0.16
H -2.07991 -2.32194 -3.06182 -0.59 0.39 0.06
H -0.48337 -4.17768 -1.96324 -0.38 0.24 0.28
H 0.38480 -3.86865 -0.39128 -0.90 0.06 -0.26
H 0.88525 -3.12893 -1.77343 0.24 0.29 -0.60
H -3.00715 -3.26176 -1.01950 -0.54 -0.59 -0.64
H -3.41548 -1.75488 -0.05316 0.71 -0.98 -0.60
H -2.41013 -3.05660 0.63075 -0.18 0.17 -0.51
H -3.25865 1.31704 -3.46496 -0.35 1.12 0.05
H -3.09809 0.77211 -1.77744 0.00 -0.19 -0.37
H -4.84009 1.27163 -5.17456 -0.77 -1.19 0.46
H -6.28032 0.27548 -5.37017 -2.65 0.13 -0.32
H -4.78223 -0.44807 -5.61248 -0.02 0.21 0.13
H -4.12831 -2.59440 -2.65712 0.15 -0.65 0.87
H -4.20040 -2.47816 -4.37990 0.54 0.12 -0.88
H -5.71513 -2.60985 -3.52716 0.78 -0.20 0.28
S -4.30783 0.71080 1.46235 1.15 0.01 -0.24
C -2.79079 0.64788 1.26370 -0.88 0.07 0.29
N -0.99601 -1.74298 2.47734 0.47 1.12 -0.65
C -0.98346 -2.66960 3.14260 -0.26 -0.88 0.76
C -1.02695 -3.82075 3.99666 -0.75 -1.12 -2.45
C -0.61621 -3.70251 5.29167 1.09 0.07 0.62
C -0.57442 -4.83476 6.08999 -0.35 -0.23 -0.48
C -1.08375 -6.02501 5.56633 0.06 -1.48 1.07
C -1.55403 -6.17880 4.25679 -0.67 1.46 -0.22
C -1.47862 -5.04846 3.41868 -0.70 -0.53 0.46
H -0.18569 -2.74545 5.57153 -0.25 -0.15 0.43
H -0.17646 -4.78914 7.09504 -0.12 -0.06 -0.04
H -1.11435 -6.91763 6.24384 0.00 0.94 -0.69
H -2.17976 -7.03490 3.93353 1.06 0.35 0.26
H -1.91080 -5.16790 2.39052 0.71 0.65 1.02
```
Positions in Å, forces in eV/Å.

E_HOMO	-10.5	eV
orbital gap	7.299	eV
charge	+1

[2]
The following is a DFT calculation (ωB97M-V/def2-TZVPD) of a structure of composition CH3NO3S in a non-equilibrium geometry.

Geometry as XYZ:
```
9
Properties=species:S:1:pos:R:3:forces:R:3
C -0.08067 0.38519 0.29570 -0.24 -0.80 -2.30
N -0.66567 0.33480 -1.54686 -1.05 1.02 2.76
O -0.76727 1.64714 -1.91349 -0.33 0.25 -0.02
O 0.78934 -2.23215 0.44564 -0.01 0.44 -0.15
O 0.17048 -0.97009 2.47189 0.05 0.06 0.50
S 0.94177 -0.91521 1.17576 -0.17 0.06 -0.45
H 0.48347 1.34114 0.21660 -0.61 -0.51 0.38
H -1.03114 0.34248 0.86075 0.44 0.55 -0.43
H 0.15969 0.06669 -2.00600 1.92 -1.07 -0.28
```
Positions in Å, forces in eV/Å.

ΔE to the lowest compared entry with this formula, charge and spin	34.0	kcal per mole
E_HOMO (alpha / beta)	1.9 / 1.9	eV
orbital gap (alpha / beta)	4.664 / 4.663	eV
charge	-2

[3]
The following is a DFT calculation (ωB97M-V/def2-TZVPD) of an isolated molecule of C4H9NO2.

Geometry as XYZ:
```
16
Properties=species:S:1:pos:R:3:forces:R:3
N 2.12962 -1.32350 1.39439 0.07 0.08 -0.07
C 0.90182 -0.82655 1.08054 -0.22 -0.12 0.02
O -0.07842 -1.45912 1.44722 0.35 0.07 -0.11
C 0.74001 0.49896 0.27315 0.05 -0.28 0.17
C -0.77120 0.71857 0.10514 -0.12 -0.09 0.10
C -1.39776 0.24852 -1.20983 0.07 -0.38 0.38
O -1.61521 1.34505 -2.09064 -0.02 -0.10 -0.17
H 2.10877 -2.18186 1.92786 0.11 0.21 -0.11
H 3.01573 -0.88623 1.21869 -0.15 0.18 -0.13
H 1.20567 1.33569 0.81576 -0.07 -0.35 0.01
H 1.27283 0.43191 -0.68747 -0.12 -0.12 0.23
H -1.18464 0.08272 0.89622 -0.28 0.44 -0.22
H -1.07840 1.74691 0.30515 0.14 0.00 -0.16
H -0.74600 -0.51215 -1.67724 -0.18 0.17 0.06
H -2.35546 -0.23969 -0.96890 0.18 0.11 -0.16
H -2.14737 1.02078 -2.83004 0.19 0.17 0.17
```
Positions in Å, forces in eV/Å.

ΔE to the lowest compared entry with this formula, charge and spin	21.8	kcal per mole
SMILES	NC(=O)CCCO
E_HOMO	-9.9	eV
orbital gap	10.788	eV
charge	0

[4]
The following is a DFT calculation (ωB97M-V/def2-TZVPD) of a cluster of 3 separate species, C7H10O2 in total in a non-equilibrium geometry.

Geometry as XYZ:
```
19
Properties=species:S:1:pos:R:3:forces:R:3
C 1.25993 -1.28624 1.16129 4.14 -0.55 4.31
C 0.83597 -1.02589 -0.24962 -2.24 -1.01 -1.58
C 1.72452 0.13158 -0.62674 3.12 0.50 -3.47
C 1.44471 1.49971 0.05069 -2.87 1.22 -2.44
C -0.30610 1.67881 -0.17542 3.59 -1.77 0.67
C -1.19971 0.55344 0.24601 -3.15 -1.45 -0.97
C -0.69861 -0.76540 -0.36073 0.63 0.70 1.25
H 2.20749 -2.01470 0.83561 -2.16 1.72 2.10
H 1.91680 -0.03418 1.57249 -2.23 -4.68 -0.47
H 0.57760 -1.89395 2.42191 1.71 1.90 -4.40
H 1.03333 -1.91021 -0.96148 -0.25 1.18 1.23
H 1.84753 0.21387 -1.76263 -1.43 0.45 1.02
H 2.83373 -0.25532 -0.63964 -1.64 0.78 1.40
H 1.74006 2.49518 -0.59857 0.01 -2.81 1.97
H 1.73384 1.48821 1.09359 0.01 0.78 -0.07
H -0.12805 1.90260 -1.21532 -1.27 -0.49 -0.61
H -0.70069 2.46285 0.31252 -0.79 3.48 1.52
O -2.38507 0.55563 0.68084 4.38 1.09 -0.77
O -1.54317 -1.45194 -0.84726 0.42 -1.05 -0.68
```
Positions in Å, forces in eV/Å.

ΔE to the lowest compared entry with this formula, charge and spin	151.0	kcal per mole
E_HOMO	-9.2	eV
orbital gap	9.107	eV
charge	0

[5]
The following is a DFT calculation (ωB97M-V/def2-TZVPD) of a structure of composition C16H20AuFN3 in a non-equilibrium geometry.

Geometry as XYZ:
```
41
Properties=species:S:1:pos:R:3:forces:R:3
Au 0.60732 1.34701 -0.32572 -1.16 -2.57 0.62
C -1.15121 2.96335 1.54227 -0.38 0.67 -0.49
N -0.19861 1.85814 1.68555 0.95 -0.16 -2.06
C 0.91386 2.27440 2.54501 0.87 0.26 0.12
C -0.82801 0.64019 2.14490 -0.61 -1.94 -0.08
C -1.42114 0.67884 3.39287 -0.11 -0.09 0.16
C -2.05609 -0.42161 3.94363 0.09 -0.02 -0.20
C -2.09011 -1.59606 3.20585 0.03 0.53 0.31
C -1.50651 -1.66179 1.95914 0.40 0.14 -0.74
C -0.84486 -0.55966 1.35501 -0.71 0.66 1.91
N -0.24037 -0.53312 0.12890 1.32 2.93 -0.71
C -0.06146 -1.45051 -0.86898 0.62 -0.86 -1.87
C -0.50506 -2.79978 -0.88036 -0.05 0.65 0.55
C -0.27797 -3.65624 -1.93588 0.30 0.20 -0.49
C 0.41082 -3.22752 -3.06130 -0.04 0.13 0.18
C 0.86218 -1.91880 -3.09304 -0.02 -0.19 -0.09
C 0.64808 -1.03927 -2.04843 -0.96 -1.53 0.92
N 1.17129 0.29924 -2.20722 -0.40 1.38 1.77
C 0.56625 1.00856 -3.33875 -0.43 0.72 -0.36
C 2.63156 0.32002 -2.33621 0.82 0.31 0.25
H -1.48928 3.32910 2.51420 0.07 -0.19 0.01
H -2.01260 2.64210 0.96000 0.04 -0.06 0.04
H -0.64930 3.77846 1.02485 0.00 0.07 -0.01
H 0.55825 2.64611 3.50838 -0.14 -0.12 -0.09
H 1.44734 3.07897 2.04281 0.04 0.06 0.01
H 1.59213 1.43960 2.71020 -0.08 -0.02 -0.01
H -1.38796 1.59798 3.95631 -0.02 0.11 0.11
H -2.50857 -0.35523 4.92096 -0.02 -0.01 0.03
H -2.57947 -2.46657 3.61468 -0.01 -0.12 -0.06
H -1.57280 -2.60314 1.44745 0.02 0.06 0.00
H -1.04450 -3.20192 -0.04382 0.03 0.05 -0.03
H -0.63911 -4.67209 -1.88858 -0.07 -0.05 0.10
H 0.59614 -3.88667 -3.89526 0.00 -0.03 -0.02
H 1.39908 -1.57330 -3.96230 0.07 0.01 -0.14
H 0.90641 0.60257 -4.29384 0.02 -0.14 0.15
H 0.86644 2.05292 -3.28372 0.02 0.06 -0.04
H -0.51854 0.94138 -3.28591 0.04 -0.06 0.03
H 2.95418 -0.08001 -3.29985 -0.19 -0.07 0.05
H 3.08643 -0.26038 -1.53592 -0.07 -0.03 -0.02
H 2.96329 1.35400 -2.26580 0.05 0.04 -0.02
F 1.40247 3.11073 -0.75208 -0.35 -0.79 0.19
```
Positions in Å, forces in eV/Å.

E_HOMO	-10.8	eV
orbital gap	5.166	eV
charge	+1

[6]
The following is a DFT calculation (ωB97M-V/def2-TZVPD) of a structure of composition C30H29N6O4S2Sc in a non-equilibrium geometry.

Geometry as XYZ:
```
72
Properties=species:S:1:pos:R:3:forces:R:3
Sc -0.26790 -0.21150 -0.26300 0.61 -1.60 0.71
C 3.04130 -0.49700 -4.18630 -0.09 0.10 -0.23
O 3.23050 -0.84890 -2.83330 0.06 0.13 0.60
C 3.31100 0.25220 -1.99100 -0.27 -0.06 -0.13
C 4.53650 0.81520 -1.71680 -0.26 -0.17 0.00
C 4.63310 1.92110 -0.87840 0.04 0.15 0.09
C 3.49220 2.48060 -0.35530 0.01 -0.04 0.06
C 2.23250 1.92050 -0.59190 0.13 -0.73 -0.41
C 1.03980 2.57000 -0.12070 -0.64 0.20 0.03
N -0.07200 1.92390 -0.10430 0.14 0.31 0.08
N -1.25620 2.56390 0.11830 -0.73 0.59 0.07
C -2.26210 1.73170 -0.05630 0.77 1.29 0.10
O -2.11330 0.49670 -0.37350 -0.85 -0.19 -0.19
C -3.62900 2.24600 0.14160 -0.29 -0.06 0.02
C -3.87450 3.51050 0.66990 0.06 -0.14 -0.09
C -5.17590 3.90840 0.91590 0.04 0.13 0.02
C -6.23480 3.05830 0.63410 -0.11 -0.08 0.04
C -5.99120 1.80300 0.09890 -0.18 0.00 -0.03
C -4.69500 1.39980 -0.14860 0.30 -0.03 -0.01
C 2.11240 0.75060 -1.40900 1.17 0.62 -0.07
O 0.97490 0.16930 -1.65960 0.47 0.00 -1.30
H 2.97380 -1.43080 -4.74340 0.01 0.04 -0.05
H 3.88360 0.09340 -4.56400 -0.04 -0.05 0.01
H 2.11860 0.07750 -4.32140 0.01 -0.01 0.01
H 5.42400 0.37810 -2.15000 0.04 -0.10 -0.07
H 5.60390 2.33030 -0.65180 0.10 0.13 0.02
H 3.54880 3.36010 0.27010 0.04 0.11 0.06
H 1.06510 3.63020 0.13950 -0.09 -0.07 -0.02
H -3.03410 4.14740 0.89570 0.05 0.09 0.04
H -5.36620 4.88540 1.33710 -0.02 0.06 0.02
H -7.25040 3.36590 0.84270 -0.03 0.05 -0.01
H -6.80730 1.13090 -0.12570 -0.10 0.01 0.01
H -4.47370 0.42470 -0.55960 -0.06 -0.04 0.02
S 1.65910 -1.90930 0.46990 -0.05 0.33 -0.32
C 1.66900 -1.45000 2.11090 0.55 -0.81 -0.20
N 2.14250 -2.30320 2.98170 0.01 -0.45 -0.47
N 2.41060 -2.09090 4.26720 -0.81 -0.34 0.63
C 3.23710 -1.16060 4.85640 0.43 0.61 0.15
C 3.89990 -0.16640 4.13440 -0.22 -0.25 -0.06
C 4.84120 0.62110 4.76650 0.04 -0.01 0.18
C 5.11290 0.45680 6.11630 0.11 0.15 0.07
C 4.41900 -0.49570 6.84900 0.01 0.03 -0.06
C 3.48940 -1.30090 6.22720 -0.12 -0.01 -0.25
N 1.05790 -0.33080 2.57540 -1.93 1.20 0.70
N -0.04200 0.02820 1.99590 2.18 -1.14 0.42
C -0.76460 0.98440 2.71510 -0.58 0.78 0.81
C -2.15940 0.89300 2.70650 0.49 -0.22 0.02
C -2.90980 1.81990 3.40250 0.01 0.09 0.19
C -2.27870 2.82770 4.11780 -0.07 -0.02 -0.01
C -0.89410 2.91410 4.13680 -0.08 0.00 0.05
C -0.13330 1.99610 3.44290 0.03 -0.24 -0.29
H 2.25450 -2.92860 4.81770 0.27 0.19 -0.29
H 3.70880 -0.04770 3.07950 -0.02 0.03 -0.10
H 5.37870 1.36160 4.19280 0.04 0.08 -0.04
H 5.86540 1.06380 6.59470 0.05 0.10 0.06
H 4.60770 -0.62170 7.90610 0.04 0.01 0.03
H 2.95760 -2.06130 6.78300 -0.03 -0.07 0.07
H -2.62700 0.07580 2.17130 -0.04 0.08 -0.05
H -3.98860 1.76050 3.38980 -0.07 -0.03 -0.01
H -2.86330 3.54740 4.67060 -0.10 0.07 0.01
H -0.41500 3.69800 4.70630 0.06 0.04 -0.02
H 0.94550 2.05010 3.43170 0.07 0.00 0.03
C -0.01410 -4.36680 -1.05440 -0.29 0.37 -0.21
S -0.97150 -3.08920 -1.94510 1.27 -0.95 -0.49
C 0.35380 -2.55830 -3.07700 -0.35 -0.08 0.32
O -1.10870 -1.96250 -0.96820 -0.70 0.12 0.02
H 0.22170 -5.17590 -1.73480 -0.07 -0.12 -0.25
H -0.64200 -4.73170 -0.24860 -0.14 -0.02 0.06
H 0.88880 -3.92770 -0.63350 -0.10 0.04 -0.09
H 0.65350 -3.39450 -3.69900 -0.05 -0.22 -0.05
H 1.19920 -2.17250 -2.50490 -0.08 -0.04 0.04
H -0.05510 -1.76790 -3.70040 -0.05 0.07 0.00
```
Positions in Å, forces in eV/Å.

ΔE to the lowest compared entry with this formula, charge and spin	33.6	kcal per mole
E_HOMO (alpha / beta)	-6.8 / -7.1	eV
orbital gap (alpha / beta)	5.768 / 6.195	eV
charge	0